101
Properties=species:S:1:pos:R:3:lowdin_charge:R:1 method="wB97M-V/def2-TZVPD" relative_energy_kj_mol=57.7 orbital_gap_ev=6.55 charge=-1 e_lumo_ev=1.87 e_tot_ha=-2999.673476 homo_ev=-4.68
Sr -0.4533 0.0753 -0.2155 1.33
O 0.8907 -1.1437 1.2201 -0.33
C 0.9549 -2.2358 1.8844 -0.41
C 2.1784 -2.6677 2.4787 -0.03
C 2.2478 -3.7922 3.2639 -0.10
C 1.1166 -4.5901 3.4967 -0.12
C -0.0621 -4.2443 2.8793 -0.07
C -0.1738 -3.1107 2.0505 -0.15
C -1.4176 -2.9654 1.3219 -0.12
N -1.6837 -2.1670 0.3535 -0.05
C -2.9996 -2.3409 -0.2803 -0.21
C -3.2090 -1.3145 -1.3873 -0.25
N -2.8847 0.0162 -0.8996 -0.08
C -3.8522 0.7865 -0.5620 -0.12
C -3.7669 2.0914 0.0554 -0.15
C -4.9628 2.8383 0.1018 -0.08
C -5.0228 4.1059 0.6297 -0.13
C -3.8411 4.6634 1.1435 -0.10
C -2.6606 3.9631 1.1388 -0.02
C -2.5569 2.6371 0.6140 -0.38
O -1.4467 2.0022 0.6566 -0.28
H 3.0550 -2.0544 2.2956 0.10
H 3.1984 -4.0668 3.7115 0.10
H 1.1779 -5.4691 4.1267 0.09
H -0.9409 -4.8717 3.0106 0.10
H -2.1805 -3.7001 1.6202 0.12
H -3.7946 -2.2317 0.4659 0.12
H -3.0820 -3.3435 -0.7140 0.12
H -4.2400 -1.3721 -1.7598 0.11
H -2.5431 -1.5534 -2.2222 0.04
H -4.8805 0.4609 -0.7794 0.12
H -5.8627 2.3852 -0.3070 0.10
H -5.9530 4.6607 0.6459 0.09
H -3.8578 5.6674 1.5578 0.10
H -1.7515 4.4068 1.5381 0.09
I -1.0539 -0.7493 -4.7295 0.91
C -0.0612 -2.2135 -3.5930 -0.79
C 0.3709 -3.3668 -4.2316 -0.14
C 1.0772 -4.2888 -3.4757 -0.06
C 1.3222 -4.0215 -2.1379 -0.04
C 0.8418 -2.8402 -1.6015 -0.14
N 0.1490 -1.9446 -2.3218 -0.04
H 0.1708 -3.5210 -5.2821 0.09
H 1.4436 -5.2002 -3.9343 0.11
H 1.8864 -4.7050 -1.5148 0.11
H 1.0271 -2.5768 -0.5649 0.09
N -0.3461 6.8551 -4.5046 0.15
C -0.3279 5.8287 -3.9857 -0.17
C -0.3064 4.5402 -3.3413 -0.21
C 0.8088 4.1252 -2.6242 0.01
C 0.7731 2.8752 -2.0231 -0.16
N -0.2794 2.0617 -2.0976 0.01
C -1.3473 2.4743 -2.7846 -0.16
C -1.4132 3.6970 -3.4250 0.00
H 1.6868 4.7501 -2.5380 0.12
H 1.6328 2.5055 -1.4778 0.06
H -2.1939 1.7938 -2.8062 0.08
H -2.3010 3.9928 -3.9665 0.12
S 2.6071 0.0690 -2.6353 0.45
C 4.2288 0.1992 -2.2944 -1.00
N 5.3742 0.2939 -2.0773 -0.01
C 3.0923 0.3169 4.6089 -0.13
C 2.3116 1.6285 4.4775 -0.71
C 0.8824 1.3748 4.9703 -0.14
C 2.9653 2.6992 5.3469 -0.12
Sb 2.1495 2.1072 2.3202 1.63
C 1.7360 4.2871 2.3892 -0.70
C 1.2681 4.6516 0.9759 -0.15
C 2.8960 5.1913 2.7994 -0.12
C 0.5574 4.5025 3.3425 -0.14
C 4.2377 1.9970 1.6331 -0.70
C 4.4946 0.5094 1.3552 -0.14
C 5.3039 2.5272 2.5900 -0.12
C 4.3164 2.7608 0.3065 -0.13
H 3.0353 -0.0372 5.6502 0.08
H 4.1507 0.4372 4.3599 0.06
H 2.6742 -0.4701 3.9706 0.06
H 0.9088 1.0693 6.0282 0.08
H 0.4059 0.5704 4.3987 0.07
H 0.2456 2.2632 4.8952 0.06
H 3.0615 2.3259 6.3793 0.08
H 2.3686 3.6156 5.3874 0.05
H 3.9651 2.9632 4.9956 0.06
H 2.0773 4.5769 0.2438 0.06
H 0.9021 5.6901 0.9631 0.09
H 0.4457 3.9999 0.6516 0.05
H 3.7231 5.1416 2.0870 0.06
H 3.2862 4.9374 3.7862 0.06
H 2.5561 6.2384 2.8337 0.08
H -0.2622 3.8068 3.1312 0.06
H 0.1684 5.5252 3.2202 0.08
H 0.8442 4.3851 4.3925 0.05
H 4.5315 -0.0775 2.2795 0.05
H 5.4494 0.3929 0.8292 0.08
H 3.7230 0.0830 0.7062 0.06
H 5.3300 1.9652 3.5286 0.05
H 5.1592 3.5817 2.8295 0.06
H 6.2929 2.4245 2.1198 0.09
H 3.5582 2.4112 -0.4054 0.05
H 5.2826 2.5650 -0.1704 0.08
H 4.2095 3.8426 0.4426 0.06